{"formula": "C17H39O2P3Pb", "method": "wB97M-V/def2-TZVPD", "symbols": ["Pb", "P", "P", "P", "H", "C", "C", "H", "C", "C", "C", "C", "C", "C", "C", "C", "C", "H", "H", "H", "H", "H", "H", "H", "H", "H", "H", "H", "H", "H", "H", "H", "H", "H", "H", "H", "H", "H", "H", "H", "H", "H", "H", "H", "H", "H", "C", "C", "C", "C", "C", "C", "O", "H", "H", "H", "H", "H", "H", "O", "H", "H"], "xyz": [[-2.32148, 1.91255, -0.96932], [1.02025, -0.75705, 2.26656], [1.04947, 2.09035, 0.68887], [-1.08573, -2.05990, 0.74836], [-0.59687, 3.50622, -4.46486], [-1.58081, 3.06136, -4.22697], [-2.36598, 3.44095, -3.20323], [-2.03044, 4.19971, -2.44155], [2.58885, -1.66786, 1.83256], [1.77438, 0.36407, 3.51391], [0.37345, -1.79008, 3.61644], [0.98310, 3.47004, -0.48037], [1.61790, 3.30696, 2.06837], [2.86601, 1.64883, 0.36368], [-2.23582, -2.17944, -0.64087], [-1.89906, -3.36202, 1.80192], [0.21388, -3.21588, 0.06362], [-1.82971, 2.33432, -5.03719], [-3.45890, 3.27882, -3.26661], [3.05289, -1.97673, 2.75666], [3.16355, -0.93634, 1.28585], [2.29436, -2.49034, 1.20128], [2.31251, -0.25424, 4.26554], [0.87416, 0.83868, 3.96307], [2.45514, 1.04695, 2.98332], [1.19970, -2.47026, 3.88534], [-0.52764, -2.30166, 3.25466], [0.12550, -1.10317, 4.44587], [1.84631, 4.13411, -0.33917], [0.04633, 4.00081, -0.28019], [0.97312, 2.99379, -1.45206], [2.59493, 3.75896, 1.80982], [1.75244, 2.80764, 3.03164], [0.92312, 4.14351, 2.21814], [3.53830, 2.53160, 0.39291], [2.92760, 1.22049, -0.64187], [3.24545, 0.92438, 1.10665], [-2.51460, -3.23798, -0.76296], [-1.69606, -1.88205, -1.53816], [-3.12262, -1.53671, -0.53667], [-2.54463, -4.01159, 1.18618], [-2.52483, -2.85950, 2.55793], [-1.14223, -3.98718, 2.30241], [-0.21943, -4.04528, -0.52317], [0.78984, -3.64130, 0.90240], [0.87463, -2.62950, -0.59309], [-0.86973, 0.33167, -3.24632], [0.36574, -0.11759, -3.73298], [0.48001, -1.49448, -4.01674], [-0.65840, -2.33178, -3.84152], [-1.93812, -1.78167, -3.58660], [-2.07282, -0.43282, -3.17336], [-0.66177, 1.48182, -2.46801], [-0.15780, 1.68798, -0.26047], [1.14580, 0.64938, -3.96801], [1.51774, -1.87316, -4.29589], [-0.53033, -3.41266, -4.08529], [-2.79096, -2.46405, -3.52504], [-3.07714, -0.03766, -2.93638], [-1.31282, 1.01344, 4.34401], [-1.67206, 0.30055, 4.90327], [-1.54762, 1.86199, 4.77375]], "atomic_forces_ev_per_a": [[-0.4, 0.5, -1.4], [1.6, -1.0, 2.0], [3.0, 3.0, -1.1], [0.3, -3.2, -0.2], [-0.4, -0.2, 0.8], [0.6, 0.2, -1.4], [-0.8, 0.6, 0.9], [-0.2, -0.2, -1.1], [-1.6, 0.7, -1.1], [-0.4, 1.1, -0.5], [-1.1, -0.2, -0.3], [0.2, 0.2, -0.3], [-1.5, 0.2, 2.3], [-0.2, -1.8, -0.7], [-0.1, 0.9, -0.7], [-0.2, 0.6, 1.0], [0.4, 0.8, 0.0], [-0.5, 0.7, 0.8], [0.4, -0.1, 0.1], [0.1, -0.1, 0.2], [0.6, -0.4, -0.2], [0.7, -0.3, -0.1], [-0.3, 0.3, -0.6], [1.0, 0.2, 0.0], [-0.2, -0.2, 0.9], [-0.6, 0.1, 0.1], [0.5, -0.2, 0.9], [0.0, -0.7, -0.4], [-0.4, -0.1, -0.3], [0.1, 0.3, -0.2], [0.0, 0.5, -0.6], [-0.5, -0.7, -0.8], [-0.3, 0.2, -0.3], [-0.1, -0.4, -0.2], [-1.0, -0.1, 0.0], [0.2, -0.1, 0.2], [-0.3, 0.4, -0.5], [-0.1, 0.4, 0.2], [-0.2, -0.1, 0.7], [0.1, -0.4, 0.0], [0.3, 0.4, 0.1], [0.1, -0.5, -0.1], [-0.3, 0.3, -0.2], [-0.1, 0.4, 0.4], [-0.3, 0.1, -0.5], [0.0, -0.4, 0.1], [0.1, 2.9, 3.7], [0.8, -1.6, -1.9], [1.2, 0.8, 0.4], [1.2, -0.2, -1.4], [-0.6, 1.3, 0.8], [0.5, -1.4, -1.8], [-1.1, -3.2, -1.2], [1.7, -0.8, 2.4], [-0.6, -1.0, 0.5], [-1.8, 0.2, 0.2], [-0.3, 0.9, 0.3], [0.2, 0.3, -0.2], [0.6, -0.1, -0.1], [-0.1, 0.2, 0.1], [0.0, 0.7, -0.1], [0.0, -0.8, -0.1]], "nbo_charge": [1.704, 1.013, 1.054, 1.012, 0.246, -0.119, -0.711, 0.235, -0.885, -0.936, -0.940, -0.932, -0.789, -0.858, -0.966, -0.930, -0.937, 0.241, 0.274, 0.279, 0.230, 0.246, 0.294, 0.286, 0.213, 0.278, 0.239, 0.272, 0.290, 0.227, 0.246, 0.298, 0.270, 0.274, 0.305, 0.258, 0.254, 0.290, 0.240, 0.238, 0.280, 0.265, 0.270, 0.277, 0.259, 0.230, 0.395, -0.164, -0.185, -0.069, -0.107, -0.341, -0.810, -0.017, 0.284, 0.297, 0.288, 0.278, 0.251, -0.993, 0.500, 0.508], "total_energy_ha": -2036.6522, "e_lumo_ev": [-15.2346, -15.2801], "e_homo_ev": [-21.29, -20.28], "total_charge": 4, "orbital_gap_ha": [0.222, 0.184], "de_lowest_kcal_mol": 181.3}